C5H7I2N | the ωB97M-V functional and the def2-TZVPD basis

LUMO energy (alpha / beta) = 0.4918 / -1.7551 eV
Expectation value of S² = 2.018
HOMO level (alpha / beta) = -5.934 / -8.947 eV
Multiplicity = 3
Net charge = 0
Orbital gap (alpha / beta) = 6.43 / 7.19 eV

Geometry as XYZ:
```
15
C5H7I2N the ωB97M-V functional and the def2-TZVPD basis
C 0.4723 -1.7932 0.0809
C 0.8557 -0.5622 0.0933
C -1.0039 0.8221 0.1692
C 1.2340 -3.0593 -0.1158
C -0.9344 3.2754 -0.0075
N -0.5255 1.8996 0.0951
I 2.3180 0.8031 0.0184
I -2.9068 -0.0606 -0.0190
H -0.6934 -1.8407 0.3050
H 0.8855 -3.7787 0.6267
H 2.3370 -3.1404 0.1912
H 0.9620 -3.4772 -1.0710
H -0.0588 3.8652 -0.1990
H -1.3959 3.7374 0.8342
H -1.5458 3.3094 -1.0018
```